(1)
ORCA calculation (ωB97M-V/def2-TZVPD) on 2 unconnected molecules or ions with the total composition C3H4INOS at a distorted geometry.

Geometry (Å):
C1 -0.04891 -2.86923 -1.27401
C2 -0.15893 -2.06178 -0.37069
C3 1.04681 1.89707 0.13266
N1 -0.29414 -1.35145 0.63913
O1 -0.76995 0.61910 2.12401
S1 -0.62829 0.21437 0.78867
I1 -2.63014 1.07634 -0.37517
H1 0.18565 -3.42056 -2.14862
H2 0.44211 2.39834 -0.65017
H3 0.93041 2.37743 1.12249
H4 1.92537 1.12037 0.01170

Net charge = 0
HOMO level (alpha / beta) = -0.3113 / -0.3111 Ha
M = 229.0 g/mol
ΔE to the lowest compared entry with this formula, charge and spin = 137.1 kcal per mole
LUMO energy (alpha / beta) = -2.2 / -2.4 eV
E = -25643.08705 eV

Atomic partial charges in e from the Löwdin method, atoms 1 to 6:
1 C 0.11
2 C -0.42
3 C 0.04
4 N -0.21
5 O -0.47
6 S 0.38

(2)
ORCA calculation (ωB97M-V/def2-TZVPD) on a molecular structure, C11H20Cl2O3Pb at a distorted geometry.

Geometry (Å):
C1 -0.82598 -1.20483 -2.31196
C2 -1.76571 -1.64947 -1.35027
C3 -1.10676 -2.55425 -0.46285
C4 -3.18770 -1.29394 -1.20822
C5 0.25760 -2.64340 -0.85312
C6 0.43865 -1.74710 -1.95151
C7 1.69301 -1.48886 -2.68388
C8 -1.14430 -0.29719 -3.42855
C9 -1.72228 -3.28830 0.65904
C10 1.32212 -3.41964 -0.18577
Pb1 -0.19179 1.27026 1.01178
Cl1 -1.52058 -0.21914 2.56811
Cl2 -1.86463 1.88477 -0.80903
O1 1.19444 -0.41002 0.93205
H1 -3.46464 -0.55345 -1.95870
H2 -3.39900 -0.86732 -0.21670
H3 -3.84509 -2.18112 -1.30901
H4 -2.17832 -2.58693 1.36093
H5 -0.96107 -3.88756 1.19509
H6 -2.49083 -3.98515 0.29551
H7 1.29498 -3.23794 0.89419
H8 2.31213 -3.16262 -0.57961
H9 1.16160 -4.48385 -0.36336
H10 2.54877 -1.63028 -2.01131
H11 1.71884 -0.45636 -3.07316
H12 1.84504 -2.15786 -3.55375
H13 -1.78269 0.53953 -3.09835
H14 -1.64865 -0.84122 -4.23468
H15 -0.21370 0.11841 -3.83884
H16 0.62718 -1.03117 1.39721
O2 1.74985 2.64813 0.24922
H17 2.38591 1.88486 0.40171
C11 0.86635 3.71204 2.41426
O3 -0.20251 2.92801 2.37240
H18 0.66450 4.81018 2.25609
H19 1.54420 3.17143 1.19391
H20 1.64729 3.44534 3.17911

Net charge = -2
HOMO level (alpha / beta) = 0.0292 / 0.0297 Ha
M = 478.4 g/mol
ΔE to the lowest compared entry with this formula, charge and spin = 45.3 kcal per mole
LUMO energy (alpha / beta) = 5.1 / 4.8 eV
E = -48164.83728 eV

Atomic partial charges in e from the Löwdin method, atoms 1 to 6:
1 C -0.29
2 C -0.29
3 C -0.28
4 C -0.12
5 C -0.29
6 C -0.28

(3)
ORCA calculation (ωB97M-V/def2-TZVPD) on C8H8FN3S in the gas phase at a distorted geometry.

Geometry (Å):
N1 -1.83025 -0.10728 1.40361
C1 -2.65044 -0.21657 0.20034
S1 -4.11332 0.60758 0.22081
N2 -2.10772 -0.80520 -0.93479
N3 -1.24060 -1.97785 -0.71504
C2 0.04902 -1.84633 -0.47026
C3 0.69696 -0.59374 -0.50177
C4 0.31845 0.74792 -0.96275
C5 1.05509 1.85870 -0.76477
C6 2.18577 1.78491 0.06949
C7 2.73605 0.55821 0.41210
C8 1.95102 -0.54125 0.18679
F1 2.31255 -1.80395 0.64292
H1 -0.90836 -0.66766 1.52282
H2 -2.59030 -0.15085 2.22970
H3 -2.89528 -1.16961 -1.48560
H4 0.67848 -2.67648 -0.18963
H5 -0.71598 0.87976 -1.39375
H6 0.65156 2.91885 -0.97565
H7 2.71203 2.66532 0.67811
H8 3.70526 0.53553 0.82730

Net charge = 0
HOMO level = -0.3111 Ha
M = 197.2 g/mol
ΔE to the lowest compared entry with this formula, charge and spin = 0.0 kcal per mole
LUMO energy = -0.6 eV
SMILES string = NC(=S)N/N=C\c1ccccc1F
E = -26445.69806 eV

Atomic partial charges in e from the Löwdin method, atoms 1 to 6:
1 N 0.01
2 C -0.92
3 S 0.55
4 N -0.05
5 N 0.06
6 C -0.11

(4)
ORCA calculation (ωB97M-V/def2-TZVPD) on a molecular structure, C50H47CaF2N4O3P2S at a distorted geometry.

Geometry (Å):
Ca1 1.18156 -0.37681 -0.75697
C1 1.58809 -2.96271 -1.80937
C2 1.57624 -3.24723 -0.48437
C3 2.68238 -2.64025 0.14063
C4 3.46316 -1.99719 -0.84421
C5 2.80363 -2.25316 -2.06995
C6 3.18463 -2.02874 -3.47466
C7 4.86231 -1.39961 -0.70030
C8 3.02887 -2.65313 1.62333
C9 0.52557 -3.89024 0.39169
C10 0.62461 -3.42628 -2.87215
H1 3.39243 -2.93311 -4.04875
H2 4.12103 -1.51840 -3.56300
H3 2.41894 -1.46429 -4.08149
H4 5.56080 -2.22095 -0.37092
H5 4.94984 -0.58354 0.00261
H6 5.11982 -0.92315 -1.63062
H7 3.84743 -3.34748 1.97323
H8 2.15031 -2.90052 2.23320
H9 3.44170 -1.75219 2.10757
H10 -0.24550 -3.17015 0.79327
H11 0.96319 -4.33611 1.22081
H12 -0.07226 -4.67046 -0.14799
H13 0.64852 -2.71941 -3.69222
H14 -0.39466 -3.37918 -2.49850
H15 0.97397 -4.42750 -3.25537
O1 -1.12568 -0.92211 -1.23277
P1 -2.54249 -0.70444 -0.95207
C11 -2.99708 0.76657 -0.06375
P2 -1.71424 1.08535 1.22911
O2 -0.31326 0.39241 1.20444
C12 -2.50381 -0.21798 2.48366
C13 -3.74473 0.14375 3.05706
C14 -4.47833 -0.61728 3.91467
C15 -3.90978 -1.90320 4.23178
C16 -2.68954 -2.28253 3.74170
C17 -1.95815 -1.40679 2.91145
C18 -1.86556 2.52151 2.46720
C19 -0.75961 2.48578 3.38601
C20 -0.49733 3.49350 4.32349
C21 -1.31746 4.61875 4.29305
C22 -2.37546 4.71787 3.40022
C23 -2.67005 3.70578 2.50366
C24 -3.44242 -0.60518 -2.55242
C25 -4.77137 -0.39954 -2.63147
C26 -5.48447 -0.37093 -3.85249
C27 -4.73390 -0.54579 -5.05142
C28 -3.38379 -0.65240 -4.97323
C29 -2.71370 -0.72983 -3.78014
C30 -3.32760 -2.11639 -0.06441
C31 -4.55022 -2.04334 0.59266
C32 -5.17139 -3.17737 1.03655
C33 -4.45892 -4.40137 0.99207
C34 -3.18545 -4.46807 0.40302
C35 -2.69127 -3.30475 -0.22953
H16 -3.94415 0.75463 0.47356
H17 -2.99669 1.47902 -0.86888
H18 -4.13032 1.15936 2.76467
H19 -5.39895 -0.18024 4.27916
H20 -4.35382 -2.50796 4.98942
H21 -2.17323 -3.22241 4.04207
H22 -1.02895 -1.54885 2.40267
H23 -0.18752 1.57782 3.32958
H24 0.41624 3.44056 4.95240
H25 -1.10735 5.43681 4.98903
H26 -2.92616 5.60862 3.35588
H27 -3.39872 3.92754 1.76824
H28 -5.31706 -0.20948 -1.75291
H29 -6.51576 -0.06772 -3.93260
H30 -5.20645 -0.52133 -6.02892
H31 -2.85603 -0.83208 -5.94065
H32 -1.63532 -0.85803 -3.80547
H33 -5.06451 -1.07405 0.76758
H34 -6.09970 -3.20229 1.60280
H35 -4.94332 -5.31484 1.35652
H36 -2.55469 -5.38752 0.35862
H37 -1.72190 -3.35532 -0.71635
S1 6.61596 5.54170 0.56881
N1 6.33517 4.69158 -0.77954
C36 5.45929 3.74493 -0.47724
C37 4.90390 2.73700 -1.39056
C38 5.20267 2.74589 -2.74310
C39 4.56113 1.86758 -3.56343
C40 3.56504 1.04683 -2.97371
N2 3.29286 1.03096 -1.69915
C41 3.92775 1.90379 -0.90975
C42 3.57499 1.84535 0.54750
N3 2.74703 0.89285 0.94039
C43 2.43824 0.74925 2.24315
C44 2.89705 1.60986 3.21869
C45 3.66188 2.69880 2.77395
C46 4.02598 2.82807 1.43828
C47 4.99559 3.78479 0.93475
N4 5.62802 4.71980 1.66546
H38 5.92597 3.39775 -3.11358
H39 4.73212 1.82662 -4.63260
H40 2.98813 0.36765 -3.64937
H41 1.70997 -0.07331 2.47642
H42 2.53764 1.53077 4.23025
H43 4.03268 3.40808 3.50315
F1 0.38381 0.21219 -3.75907
C48 0.27325 1.21344 -2.60758
F2 0.91571 2.32185 -3.23770
H44 -0.76371 1.53977 -2.62593
C49 0.35452 3.08951 0.21632
C50 -1.06028 2.66866 0.08214
O3 -1.79041 3.24868 -0.68642
H45 0.26787 4.20278 0.46460
H46 0.87651 3.12434 -0.80700
H47 0.90851 2.53975 0.99190

Net charge = -1
HOMO level = -0.1476 Ha
M = 924.0 g/mol
ΔE to the lowest compared entry with this formula, charge and spin = 53.3 kcal per mole
LUMO energy = 1.4 eV
E = -118005.61839 eV

Atomic partial charges in e from the Löwdin method, atoms 1 to 6:
1 Ca 1.33
2 C -0.31
3 C -0.30
4 C -0.29
5 C -0.29
6 C -0.30

The highest ΔE to the lowest compared entry with this formula, charge and spin belongs to which entry?
C3H4INOS

Which of these has the highest ΔE to the lowest compared entry with this formula, charge and spin?
C3H4INOS

Which value of M does entry 3 give?
197.2 g/mol